(1)
Molecular formula: C19H19ClFeN4O6S
Method: DFT, ωB97M-V with the def2-TZVPD basis set

```
51
Properties=species:S:1:pos:R:3:lowdin_charge:R:1
C -2.320 -0.157 5.639 -0.07
O 0.515 3.439 -0.416 -0.39
C -3.404 -0.175 4.777 -0.06
C -0.854 -0.631 3.793 -0.02
C -2.452 -3.367 0.970 -0.02
C 3.800 3.336 -3.674 -0.13
C 0.120 -4.321 1.354 -0.06
H -4.402 0.001 5.154 0.11
C 3.043 2.653 -4.798 -0.14
H 3.548 3.153 -1.545 0.14
H -3.000 -5.409 0.647 0.11
H 1.127 -4.686 1.506 0.11
C -1.044 -0.381 5.143 -0.06
N 3.525 2.638 -2.410 0.05
O -1.166 4.012 -2.023 -0.18
Cl 0.149 3.559 -1.901 0.76
H -4.075 -0.404 2.766 0.11
C -1.427 -2.477 1.262 -0.13
C -3.216 -0.415 3.423 -0.02
H -2.468 0.032 6.694 0.11
C 3.134 1.382 -2.344 -0.73
H 2.730 -0.305 -3.315 0.14
O -3.161 0.820 -1.246 0.13
C 3.326 1.161 -4.779 -0.13
H -3.466 -3.021 0.818 0.11
O 0.562 0.041 1.145 -0.09
H -0.704 -6.266 0.985 0.11
C -0.655 -0.127 0.819 -0.39
C -1.940 -0.644 2.924 -0.13
H 1.973 2.827 -4.682 0.12
O 0.303 2.150 -2.324 -0.38
N -1.076 0.565 -0.217 0.11
H -3.757 -0.929 0.609 0.15
C -2.480 0.336 -0.392 -0.49
O 1.116 4.372 -2.528 -0.24
S 2.782 0.641 -0.796 0.78
H 3.481 4.368 -3.552 0.12
N -2.836 -0.529 0.603 0.16
N 3.050 0.643 -3.434 0.05
H 0.146 -0.812 3.424 0.11
H 4.875 3.325 -3.856 0.14
C -0.138 -2.962 1.458 -0.03
H 3.348 3.074 -5.754 0.13
H -0.192 -0.367 5.809 0.11
C -1.739 -0.985 1.445 -0.25
H 0.673 -2.287 1.694 0.10
C -2.192 -4.726 0.871 -0.06
Fe 0.696 1.484 -0.294 0.91
H 4.365 0.950 -5.037 0.13
H 2.685 0.627 -5.476 0.13
C -0.906 -5.206 1.062 -0.07
```

Calculated values
Gap between HOMO and LUMO (spin up / spin down) (eV): 9.0 / 5.8
2S+1: 6
Strongest force on any atom (Eh/bohr): 0.013
E_tot (hartree): -3527.572158
LUMO level (spin up / spin down) (eV): -2.517 / -5.748
Charge: +1
Relative energy (zero: lowest compared OMol25 entry of this formula, charge and spin) (eV): 0.1553

***

(2)
Molecular formula: C19H19EuN4O4S
Method: DFT, ωB97M-V with the def2-TZVPD basis set

```
48
Properties=species:S:1:pos:R:3:lowdin_charge:R:1
C -2.685 -15.347 3.334 -0.14
C -4.870 -13.333 8.140 -0.16
H -2.492 -14.872 2.361 0.12
H -4.620 -13.588 7.123 0.03
O -2.159 -10.881 4.156 0.01
S -6.126 -15.086 5.327 0.55
N -7.105 -9.765 8.762 0.10
O -4.040 -11.951 4.792 -0.25
H -8.183 -9.682 11.168 0.11
N -3.734 -14.643 4.041 0.03
H -5.714 -12.707 12.828 0.09
C -9.237 -10.058 5.035 -0.21
H -4.026 -15.145 9.009 0.11
H -3.636 -13.673 4.364 0.09
H -3.467 -16.830 1.885 0.10
Eu -6.188 -11.766 6.026 1.51
H -2.876 -17.637 3.398 0.12
H -8.696 -9.494 2.980 0.08
C -5.724 -12.751 10.661 -0.15
H -4.665 -14.461 11.383 0.13
C -3.375 -16.701 2.972 -0.15
H -7.903 -9.178 8.966 0.09
H -8.423 -13.263 5.083 0.01
C -8.615 -12.240 4.847 -0.34
C -6.207 -12.336 11.960 -0.06
H -7.700 -11.186 13.068 0.11
C -8.511 -11.601 3.573 -0.20
C -8.906 -10.275 3.707 -0.21
H -9.312 -11.449 6.774 0.05
C -6.027 -11.856 9.539 -0.13
C -3.326 -10.887 4.548 -0.54
C -6.913 -10.720 9.774 -0.23
O -3.661 -8.483 5.118 0.02
N -5.587 -12.195 8.315 -0.03
C -7.546 -10.570 11.008 -0.05
O -5.318 -9.880 5.803 -0.33
C -9.041 -11.263 5.766 -0.29
H -1.746 -15.517 3.951 0.13
H -6.335 -9.248 8.315 0.11
C -4.821 -15.405 4.266 -0.86
H -5.351 -17.368 3.734 0.15
H -9.405 -9.045 5.452 0.08
N -4.711 -16.553 3.596 -0.02
C -4.907 -13.859 10.475 -0.02
C -7.194 -11.368 12.106 -0.09
C -4.514 -14.182 9.170 -0.04
C -4.139 -9.609 5.178 -0.49
H -8.114 -12.117 2.725 0.06
```

Calculated values
Gap between HOMO and LUMO (spin up / spin down) (eV): 4.9 / 5.3
2S+1: 8
Strongest force on any atom (Eh/bohr): 0.088
E_tot (hartree): -2364.046716
LUMO level (spin up / spin down) (eV): 1.598 / 1.616
Charge: -1
Relative energy (zero: lowest compared OMol25 entry of this formula, charge and spin) (eV): 1.6129

***

(3)
Molecular formula: C19H19F12N4O2
Method: DFT, ωB97M-V with the def2-TZVPD basis set

```
56
Properties=species:S:1:pos:R:3:lowdin_charge:R:1
N -1.579 -0.442 0.505 -0.04
F -0.830 4.273 0.611 0.09
C -3.879 0.873 0.247 -0.37
C 0.413 -2.721 5.452 -0.02
F -0.957 1.554 -2.861 0.06
H -4.520 -2.070 0.814 0.16
F -4.375 1.233 -1.023 0.09
F 0.057 4.256 -2.981 0.10
C 2.744 -2.058 -4.066 0.02
C -0.641 -2.688 4.251 -0.23
H 0.334 -0.860 -0.313 0.12
H -0.032 -2.283 6.403 0.09
H 4.231 -0.325 -1.425 0.12
O 5.598 -0.678 -5.657 0.13
F 1.210 1.963 -2.410 0.05
H -2.443 -3.154 1.923 0.10
C -1.276 -1.557 1.391 -0.17
C -3.547 -1.578 1.131 -0.08
H -2.352 -2.701 5.706 0.10
F -0.247 5.847 -0.859 0.10
H -2.468 -1.394 4.410 0.10
H 3.499 -2.150 -6.043 0.13
N -2.365 -2.518 1.124 0.10
N -0.153 -2.854 3.013 0.03
H 1.299 -2.077 5.121 0.10
C -3.006 -0.444 0.110 -0.11
H 0.802 -3.792 5.597 0.12
C 2.927 -1.540 -2.694 -0.38
F 1.847 5.665 0.411 0.10
C -0.564 -0.202 -0.587 -0.09
C 4.987 -0.416 -3.402 0.03
C 4.804 -0.935 -4.775 -0.38
H -0.913 -0.552 -1.605 0.15
H 5.862 0.199 -3.230 0.13
F -4.969 0.660 1.127 0.08
H 0.424 -0.915 2.312 0.20
C -0.020 4.483 -0.535 -0.21
C -0.113 1.332 -0.498 -0.03
H -0.710 1.808 0.340 0.12
C 4.113 -0.697 -2.436 0.02
F 2.368 4.346 -1.302 0.14
H -2.874 -3.132 3.995 0.09
O 2.129 -1.798 -1.808 0.06
C -0.104 2.121 -1.866 -0.29
H -3.048 -0.945 -0.906 0.18
C 1.549 4.415 -0.183 -0.34
C -0.477 3.661 -1.808 -0.25
H 0.975 1.316 -0.131 0.14
H 1.869 -2.673 -4.238 0.12
F -1.873 3.785 -1.924 0.11
H -3.540 -1.154 2.197 0.13
N -0.265 -1.686 2.251 0.09
C 3.617 -1.778 -5.033 0.03
C -2.176 -2.478 4.607 -0.02
F 1.859 3.469 0.803 0.10
F -3.200 1.983 0.748 0.10
```

Calculated values
Gap between HOMO and LUMO (eV): 7.6
2S+1: 1
Strongest force on any atom (Eh/bohr): 0.088
E_tot (hartree): -2302.840310
LUMO level (eV): -4.728
Charge: +1
Relative energy (zero: lowest compared OMol25 entry of this formula, charge and spin) (eV): 4.0201